Entry P
{"formula": "C4H10O2", "method": "the ωB97M-V functional and the def2-TZVPD basis", "spin_multiplicity": 1, "species": ["C", "C", "O", "C", "C", "O", "H", "H", "H", "H", "H", "H", "H", "H", "H", "H"], "coordinates": [[0.6926, 0.1775, 2.4574], [0.3743, -0.5557, 1.2001], [0.0880, 0.1535, 0.1520], [-0.2667, -0.3189, -1.0314], [-0.5283, 0.7006, -2.0798], [0.6008, 1.0273, -2.8889], [1.7711, 0.3542, 2.5813], [0.3536, -0.3931, 3.3282], [0.1860, 1.1470, 2.4659], [-1.5834, -1.3526, 0.8351], [0.6545, -1.5942, 1.0387], [-1.7359, -1.2340, 0.0813], [0.0819, -1.3194, -1.2794], [-0.9474, 1.5983, -1.6007], [-1.2753, 0.3211, -2.7829], [1.2976, 1.3259, -2.2912]], "mulliken_charge": [-1.08, -0.09, -0.21, -0.30, -0.50, -0.52, 0.28, 0.32, 0.28, 0.08, 0.47, 0.00, 0.41, 0.24, 0.30, 0.31]}

Entry Q
{"formula": "C4H10O2", "method": "the ωB97M-V functional and the def2-TZVPD basis", "spin_multiplicity": 1, "species": ["C", "O", "C", "C", "C", "O", "H", "H", "H", "H", "H", "H", "H", "H", "H", "H"], "coordinates": [[-1.4269, 0.7293, 1.2705], [-0.1033, 0.2624, 1.1425], [0.4197, 0.2712, -0.1774], [1.9357, 0.3139, -0.0484], [-0.0139, -0.9728, -0.9521], [-1.3403, -0.8930, -1.4469], [-1.7353, 0.5194, 2.2989], [-1.4990, 1.8152, 1.0918], [-2.1113, 0.2253, 0.5775], [0.0623, 1.1604, -0.7233], [2.2553, 1.2185, 0.4762], [2.4092, 0.2950, -1.0351], [2.2894, -0.5545, 0.5182], [0.6533, -1.1132, -1.8102], [0.1086, -1.8358, -0.2871], [-1.9034, -1.4414, -0.8952]], "mulliken_charge": [-0.65, -0.37, 0.66, -1.46, -0.75, -0.54, 0.25, 0.27, 0.25, 0.29, 0.34, 0.41, 0.34, 0.31, 0.33, 0.32]}

Entry R
{"formula": "C4H10O2", "method": "the ωB97M-V functional and the def2-TZVPD basis", "spin_multiplicity": 1, "species": ["C", "C", "O", "C", "C", "O", "H", "H", "H", "H", "H", "H", "H", "H", "H", "H"], "coordinates": [[-0.4984, 1.1797, 1.2157], [-0.9361, -0.1232, 0.5193], [-1.0439, -1.3541, 1.2683], [-0.2282, -0.3804, -0.8022], [1.4179, -0.2134, -0.8238], [2.1655, -1.0985, -1.6574], [-1.5841, 1.4579, 1.4396], [-0.0411, 2.0365, 0.6833], [-0.1057, 1.1121, 2.1467], [-2.0320, 0.1031, 0.3170], [-1.6026, -1.2194, 2.0858], [-0.2561, -1.4106, -1.1605], [-0.7840, 0.1786, -1.5708], [1.5157, 0.8116, -1.1339], [1.8727, -0.2789, 0.1021], [2.1402, -0.8010, -2.6293]], "mulliken_charge": [-1.24, 0.44, -0.57, -0.78, -0.54, -0.56, 0.33, 0.29, 0.39, 0.22, 0.31, 0.34, 0.37, 0.28, 0.40, 0.31]}

Entry S
{"formula": "C4H10O2", "method": "the ωB97M-V functional and the def2-TZVPD basis", "spin_multiplicity": 1, "species": ["C", "C", "C", "O", "C", "O", "H", "H", "H", "H", "H", "H", "H", "H", "H", "H"], "coordinates": [[-2.1124, -0.4082, -0.3557], [-1.2621, 0.1116, 0.8058], [-0.0196, -0.6310, 1.2112], [1.0534, -0.4536, -0.4013], [1.7934, 0.7593, -0.1935], [3.0126, 0.7129, -0.8476], [-3.0360, 0.1703, -0.4802], [-1.5534, -0.3634, -1.2971], [-2.3904, -1.4553, -0.1847], [-1.0601, 1.1865, 0.6875], [-1.8415, 0.0479, 1.7449], [-0.2226, -1.6969, 0.9673], [1.6692, -1.1698, -0.1777], [1.9806, 0.8677, 0.8758], [1.1323, 1.5533, -0.5554], [2.8567, 0.7687, -1.7992]], "mulliken_charge": [-1.07, -0.19, -0.57, -0.41, -0.23, -0.52, 0.34, 0.25, 0.30, 0.26, 0.37, 0.15, 0.38, 0.36, 0.25, 0.34]}

Stability verdict: entry Q, ahead by 1.341 eV

Entry P
{"formula": "C4H10O2", "method": "the ωB97M-V functional and the def2-TZVPD basis", "spin_multiplicity": 1, "species": ["O", "C", "C", "O", "H", "H", "H", "H", "H", "H", "C", "C", "H", "H", "H", "H"], "coordinates": [[1.8505, 0.8446, 1.6099], [0.4570, 0.6583, 1.5758], [-0.1021, 1.1163, 0.2360], [0.7669, 0.5620, -0.7399], [2.1557, 0.5483, 0.7385], [0.1916, -0.4005, 1.7400], [0.0181, 1.2489, 2.3879], [-0.0935, 2.2119, 0.1636], [-1.1368, 0.7585, 0.1253], [0.4723, 0.8189, -1.6199], [-1.5980, -1.6817, -0.5273], [-0.4643, -1.8571, -1.1954], [-2.4738, -1.2331, -0.9898], [-1.6829, -1.9484, 0.5237], [-0.3613, -1.5672, -2.2388], [0.4251, -2.2700, -0.7280]], "mulliken_charge": [-0.53, -0.37, -0.24, -0.59, 0.33, 0.19, 0.32, 0.36, 0.25, 0.28, -0.67, -0.36, 0.29, 0.28, 0.24, 0.22]}

Entry Q
{"formula": "C4H10O2", "method": "the ωB97M-V functional and the def2-TZVPD basis", "spin_multiplicity": 1, "species": ["C", "C", "O", "C", "O", "C", "H", "H", "H", "H", "H", "H", "H", "H", "H", "H"], "coordinates": [[2.4332, 0.5218, -0.1597], [1.3843, -0.5675, 0.0117], [0.0629, -0.0799, -0.3045], [-0.9458, -0.9288, 0.0515], [-2.2792, -0.4996, -0.3915], [-2.4624, 0.8295, 0.0406], [2.3110, 1.3177, 0.5274], [3.4120, 0.2639, 0.0769], [2.3485, 0.9389, -1.1369], [1.1878, -1.0420, 1.0085], [1.5065, -1.4046, -0.7721], [-0.8372, -1.0422, 1.2325], [-0.6613, -1.9080, -0.4056], [-2.0445, 1.2447, 0.9761], [-3.5057, 0.9945, -0.0006], [-1.9100, 1.3616, -0.7542]], "mulliken_charge": [-1.30, -0.11, -0.28, -0.28, -0.35, -0.68, 0.34, 0.43, 0.30, 0.29, 0.22, 0.31, 0.29, 0.29, 0.28, 0.24]}

Entry R
{"formula": "C4H10O2", "method": "the ωB97M-V functional and the def2-TZVPD basis", "spin_multiplicity": 1, "species": ["C", "C", "O", "C", "O", "C", "H", "H", "H", "H", "H", "H", "H", "H", "H", "H"], "coordinates": [[-1.7897, -0.0500, -1.3634], [-0.5309, 0.6783, -0.9392], [-0.5538, 0.8775, 0.4777], [0.6865, 1.0316, 1.0287], [1.6138, -0.0863, 0.4619], [1.3261, -1.3512, 1.0206], [-1.7976, -0.1624, -2.4457], [-2.6789, 0.5066, -1.0623], [-1.8312, -1.0351, -0.9051], [-0.4445, 1.6591, -1.4271], [0.4346, 0.0745, -1.0955], [1.2106, 1.9153, 0.6430], [0.5786, 0.9985, 2.1185], [1.9468, -2.0875, 0.5032], [0.2647, -1.5930, 0.8948], [1.5648, -1.3757, 2.0899]], "mulliken_charge": [-1.13, -0.21, -0.35, -0.16, -0.43, -0.61, 0.36, 0.29, 0.26, 0.32, 0.34, 0.26, 0.29, 0.24, 0.26, 0.28]}

Stability verdict: entry R, ahead by 0.212 eV

Entry P
{"formula": "C2H3ClN2O", "method": "the ωB97M-V functional and the def2-TZVPD basis", "spin_multiplicity": 1, "species": ["C", "O", "C", "N", "N", "Cl", "H", "H", "H"], "coordinates": [[-1.0584, 0.1547, 0.9503], [0.3522, 0.5610, 0.7743], [0.9684, 0.4310, -0.3201], [2.0610, 0.3685, -0.9971], [0.8109, -0.0198, -1.6295], [0.6276, -1.7915, -1.6986], [-1.0500, -0.8817, 0.9908], [-1.4984, 0.4673, 0.0821], [-1.2133, 0.7105, 1.8479]], "mulliken_charge": [-0.67, -0.29, 0.72, -0.43, -0.10, -0.17, 0.33, 0.38, 0.23]}

Entry Q
{"formula": "C2H3ClN2O", "method": "the ωB97M-V functional and the def2-TZVPD basis", "spin_multiplicity": 1, "species": ["C", "C", "N", "N", "O", "Cl", "H", "H", "H"], "coordinates": [[-1.5295, -0.9056, 1.6057], [0.1330, -0.9530, 0.0614], [-2.3380, -1.3584, 2.5507], [-2.7798, -1.1877, 1.2667], [-0.3381, -0.6394, 1.3935], [3.0654, -0.4695, 0.8491], [1.3383, -1.1599, 0.2061], [-0.0129, -0.2485, -0.7083], [-0.3625, -1.8573, -0.2564]], "mulliken_charge": [0.81, -0.33, -0.41, -0.39, -0.21, -0.11, -0.05, 0.36, 0.33]}

Stability verdict: entry P, ahead by 2.131 eV

Entry P
{"formula": "C9H15N3O4", "method": "the ωB97M-V functional and the def2-TZVPD basis", "spin_multiplicity": 1, "species": ["N", "C", "O", "C", "C", "N", "C", "O", "C", "C", "C", "C", "N", "C", "O", "O", "H", "H", "H", "H", "H", "H", "H", "H", "H", "H", "H", "H", "H", "H", "H"], "coordinates": [[-4.5467, 0.7480, 0.1422], [-3.5577, 1.3655, -0.3146], [-3.6635, 2.5695, -0.6491], [-2.1593, 0.9045, -0.5084], [-1.8372, -0.4357, 0.4249], [-0.4063, -0.5727, 0.7906], [0.5609, -0.7820, -0.1003], [0.2953, -1.0932, -1.3220], [1.9422, -0.6931, 0.3102], [2.3386, 0.7378, 1.0731], [3.4960, 1.1897, 0.3070], [3.8409, 0.2819, -0.8961], [2.8697, -0.8354, -0.5600], [-2.3294, -1.9162, 0.1173], [-3.2754, -2.5207, 0.8097], [-1.8977, -2.1983, -1.1506], [-5.4620, 0.9615, -0.0882], [-4.4955, -0.3745, 0.3063], [-2.1356, 0.5785, -1.6388], [-1.4908, 1.6988, -0.2080], [-2.2757, -0.1215, 1.4278], [-0.0381, -0.9206, 1.7328], [1.9767, -1.3837, 1.1548], [2.5415, 0.7552, 2.2661], [1.3385, 1.1615, 0.6682], [4.3026, 0.9505, 1.0555], [3.7344, 2.3051, 0.4799], [5.1068, 0.2330, -0.9477], [3.5142, 0.6477, -2.0297], [2.7353, -1.5739, -1.3085], [-1.0227, -1.6674, -1.3442]], "mulliken_charge": [-0.33, 0.23, -0.69, 0.07, -0.69, -0.06, 0.46, -0.76, -0.24, -0.23, -0.61, -0.46, -0.28, 0.58, -0.63, -0.48, 0.29, 0.24, 0.18, 0.26, 0.36, 0.32, 0.34, 0.27, 0.08, 0.22, 0.37, 0.23, 0.24, 0.30, 0.43]}

Entry Q
{"formula": "C9H15N3O4", "method": "the ωB97M-V functional and the def2-TZVPD basis", "spin_multiplicity": 1, "species": ["N", "C", "O", "C", "C", "N", "C", "O", "N", "C", "C", "C", "C", "C", "O", "O", "H", "H", "H", "H", "H", "H", "H", "H", "H", "H", "H", "H", "H", "H", "H"], "coordinates": [[4.0149, 0.3231, -0.6725], [2.7098, 0.2926, -0.4887], [1.9120, 0.6715, -1.2954], [2.3706, -0.3343, 0.8351], [0.8694, -0.4373, 1.0700], [0.5084, -1.1974, 2.2569], [0.1144, -1.1670, -0.0414], [0.2676, -2.3711, -0.1982], [-0.8283, -0.4935, -0.8432], [-1.7964, -1.4247, -1.4015], [-2.9117, -1.4057, -0.2915], [-2.8805, 0.0413, 0.3084], [-1.7146, 0.6769, -0.4291], [-1.1723, 2.0048, 0.1988], [-1.9133, 2.6036, 0.9867], [-0.0076, 2.4397, -0.2615], [4.3691, 0.7621, -1.5349], [4.5995, 0.1579, 0.1665], [2.7500, -1.3481, 0.8129], [2.8052, 0.1908, 1.6965], [0.5013, 0.6181, 1.1946], [1.1948, -1.0589, 2.9881], [0.6411, -2.1536, 1.9900], [-1.3315, -2.4300, -1.6342], [-2.2553, -0.9796, -2.3180], [-2.7155, -2.1226, 0.4895], [-3.8551, -1.6373, -0.8119], [-3.7899, 0.6573, 0.1942], [-2.6377, -0.0341, 1.3770], [-2.0522, 1.0327, -1.3894], [0.3088, 1.6903, -0.8221]], "mulliken_charge": [-0.39, 0.58, -0.68, -1.32, 0.95, -0.78, -0.10, -0.69, 0.22, -0.82, -0.63, -0.67, 0.01, 0.17, -0.61, -0.47, 0.29, 0.22, 0.38, 0.48, 0.20, 0.29, 0.33, 0.38, 0.37, 0.27, 0.41, 0.42, 0.27, 0.47, 0.45]}

Stability verdict: entry Q, ahead by 5.376 eV

Entry P
{"formula": "C12H12", "method": "the ωB97M-V functional and the def2-TZVPD basis", "spin_multiplicity": 1, "species": ["C", "C", "C", "C", "C", "C", "C", "C", "C", "C", "C", "C", "H", "H", "H", "H", "H", "H", "H", "H", "H", "H", "H", "H"], "coordinates": [[-3.4554, 0.5528, 0.0911], [-2.7255, 0.2264, 1.3063], [-2.7875, 0.6109, -1.1163], [-1.3886, -0.1296, 1.1453], [-1.3735, 0.6074, -1.1214], [-0.7194, 0.1271, 0.0175], [2.8882, 0.2521, -0.0860], [1.6713, 2.0181, 0.5229], [0.7612, -0.0049, -0.0807], [1.8070, 0.5271, 0.9208], [1.7148, 0.9782, -0.6287], [1.0227, -2.2032, -0.4251], [-4.5827, 0.5921, 0.0645], [-3.2704, -0.1208, 2.1867], [-3.3293, 0.9654, -1.9752], [-0.8781, -0.3959, 2.0706], [-0.8120, 0.6719, -2.0668], [3.9127, 0.6295, 0.0671], [2.8419, -0.6857, -0.5400], [0.8191, 2.5056, 0.5543], [2.5492, 2.6123, 0.6282], [0.0263, -2.6130, -0.8570], [0.9444, -2.2582, 0.6222], [1.9140, -2.6237, -0.7147]], "mulliken_charge": [-0.15, -0.77, -0.73, -0.02, -0.18, 0.11, -0.29, -0.55, 0.33, -0.21, -0.12, -1.19, 0.30, 0.33, 0.38, 0.39, 0.34, 0.24, 0.05, 0.34, 0.23, 0.25, 0.43, 0.46]}

Entry Q
{"formula": "C12H12", "method": "the ωB97M-V functional and the def2-TZVPD basis", "spin_multiplicity": 1, "species": ["C", "C", "C", "C", "C", "C", "H", "H", "H", "H", "H", "H", "C", "C", "C", "C", "C", "C", "H", "H", "H", "H", "H", "H"], "coordinates": [[2.0028, -1.0849, -0.7622], [3.1860, -1.1806, -0.0318], [3.5545, -0.0849, 0.7217], [2.8489, 1.0822, 0.4944], [1.8358, 1.2034, -0.4290], [1.3436, 0.0283, -0.9759], [1.3772, -1.8987, -1.2748], [3.7062, -2.0184, -0.1240], [4.4619, -0.1492, 1.4422], [3.5125, 2.0044, 0.6644], [1.3594, 2.0292, -0.7623], [0.5718, 0.1086, -1.5507], [-2.4861, -1.1215, 1.1174], [-2.9350, -1.2552, -0.1415], [-2.9216, -0.1027, -1.0870], [-2.7081, 1.2372, -0.6896], [-2.1087, 1.2726, 0.6098], [-1.9252, 0.1799, 1.4787], [-2.3009, -2.0083, 1.6798], [-3.1828, -2.2512, -0.4205], [-3.3519, -0.4330, -1.9483], [-2.7910, 2.1063, -1.3743], [-1.4390, 2.1624, 0.8651], [-1.6103, 0.1741, 2.4985]], "mulliken_charge": [-0.19, -0.60, -0.13, -0.41, -0.50, -0.54, 0.20, 0.52, 0.28, 0.19, 0.54, 0.63, -0.42, -0.29, -0.46, -0.48, -0.20, -0.38, 0.37, 0.37, 0.51, 0.34, 0.25, 0.40]}

Stability verdict: entry Q, ahead by 4.050 eV

Entry P
{"formula": "CH3FO2S", "method": "the ωB97M-V functional and the def2-TZVPD basis", "spin_multiplicity": 1, "species": ["C", "O", "O", "F", "S", "H", "H", "H"], "coordinates": [[-0.3433, -1.0766, -0.3970], [3.0634, -0.4100, 0.9252], [-1.1191, -1.8349, -1.1515], [-0.8417, -0.0496, 0.3359], [3.8982, 0.2586, -0.1656], [0.4375, -1.5727, 0.2649], [0.2833, -0.5033, -1.0997], [-1.9835, -2.3645, -0.3561]], "mulliken_charge": [0.16, -0.29, -0.52, -0.27, 0.28, 0.17, 0.09, 0.37]}

Entry Q
{"formula": "CH3FO2S", "method": "the ωB97M-V functional and the def2-TZVPD basis", "spin_multiplicity": 1, "species": ["C", "S", "O", "O", "F", "H", "H", "H"], "coordinates": [[0.9316, -0.0743, -0.0351], [-0.8431, 0.3320, -0.0194], [-1.2498, 0.8418, -1.2844], [-1.2759, 0.7605, 1.2415], [-1.2048, -1.5775, 0.0285], [1.1764, -0.0194, -0.9866], [1.4747, 0.6740, 0.4564], [0.9907, -0.9370, 0.5992]], "mulliken_charge": [-0.83, 1.16, -0.47, -0.44, -0.46, 0.36, 0.37, 0.31]}

Entry R
{"formula": "CH3FO2S", "method": "the ωB97M-V functional and the def2-TZVPD basis", "spin_multiplicity": 1, "species": ["C", "O", "O", "F", "S", "H", "H", "H"], "coordinates": [[0.3605, 0.9126, 0.1309], [0.1809, -1.6353, -0.7636], [-1.7154, -0.7333, 0.6518], [1.6916, 0.9634, -0.2390], [-0.2698, -0.7243, 0.3008], [-0.7529, 0.4003, -1.7174], [0.0161, 1.9206, 0.2857], [0.4889, -1.1039, 1.3508]], "mulliken_charge": [-0.19, -0.46, -0.49, -0.18, 0.63, 0.11, 0.43, 0.14]}

Stability verdict: entry Q, ahead by 2.313 eV